{
  "formula": "C42H37MnN3O10P2S4",
  "method": "wB97M-V/def2-TZVPD",
  "lumo_ev": [4.0, 4.0],
  "charge": -2,
  "e_above_lowest_kj_mol": 90.9,
  "orbital_gap_ev": [5.85, 5.36],
  "spin_multiplicity": 2,
  "elements": ["Mn", "C", "C", "C", "C", "N", "C", "C", "C", "C", "C", "C", "C", "H", "H", "H", "H", "H", "H", "H", "H", "C", "C", "C", "C", "C", "C", "C", "S", "O", "O", "N", "C", "C", "C", "C", "C", "C", "C", "C", "N", "C", "H", "H", "H", "H", "H", "H", "H", "H", "H", "H", "H", "H", "H", "C", "C", "O", "P", "O", "O", "O", "P", "O", "O", "O", "H", "H", "H", "H", "H", "H", "H", "O", "C", "C", "C", "C", "C", "S", "C", "C", "C", "C", "S", "C", "C", "C", "C", "S", "H", "H", "H", "H", "H", "H", "H", "H", "H"],
  "coordinates": [[-0.016, -0.215, 0.096], [-4.179, -2.709, 0.651], [-3.687, -3.893, 1.176], [-2.342, -3.991, 1.471], [-1.498, -2.894, 1.245], [-1.975, -1.770, 0.704], [-3.273, -1.686, 0.426], [-0.048, -2.899, 1.562], [0.517, -3.966, 2.279], [1.877, -4.006, 2.511], [2.671, -2.965, 2.019], [2.096, -1.915, 1.331], [0.709, -1.827, 1.076], [-5.225, -2.578, 0.411], [-4.345, -4.738, 1.347], [-1.939, -4.915, 1.858], [-3.609, -0.749, -0.001], [-0.098, -4.771, 2.666], [2.314, -4.829, 3.066], [3.745, -2.984, 2.183], [2.739, -1.128, 0.952], [2.015, -7.993, -1.385], [1.903, -6.517, -1.672], [2.585, -5.945, -2.746], [2.507, -4.585, -2.999], [1.745, -3.770, -2.167], [1.054, -4.323, -1.104], [1.138, -5.689, -0.862], [1.663, -2.015, -2.526], [1.733, -1.941, -3.971], [2.758, -1.415, -1.795], [0.306, -1.467, -1.926], [-0.851, -1.603, -2.668], [-1.148, -2.525, -3.659], [-2.354, -2.479, -4.386], [-3.297, -1.514, -4.167], [-3.057, -0.561, -3.148], [-3.955, 0.497, -2.863], [-3.670, 1.396, -1.881], [-2.490, 1.210, -1.124], [-1.660, 0.228, -1.354], [-1.878, -0.632, -2.381], [2.099, -8.571, -2.307], [1.146, -8.354, -0.834], [2.899, -8.211, -0.780], [3.176, -6.579, -3.399], [3.020, -4.142, -3.842], [0.459, -3.683, -0.465], [0.599, -6.108, -0.019], [-0.426, -3.287, -3.918], [-2.518, -3.225, -5.157], [-4.208, -1.459, -4.751], [-4.858, 0.588, -3.459], [-4.324, 2.229, -1.659], [-2.217, 1.888, -0.318], [2.463, 4.121, -0.752], [1.853, 3.440, -1.962], [2.470, 3.915, -3.162], [0.055, 3.806, -2.112], [-0.338, 3.099, -3.485], [0.071, 5.371, -2.533], [-0.807, 3.522, -0.960], [2.011, 1.600, -1.952], [3.616, 1.383, -1.948], [1.427, 1.255, -3.300], [1.490, 0.984, -0.703], [2.342, 5.205, -0.811], [3.527, 3.885, -0.699], [1.975, 3.766, 0.154], [2.359, 3.198, -3.806], [0.207, 2.261, -3.583], [-0.668, 5.550, -3.121], [3.756, 0.424, -1.907], [-0.129, 0.941, 1.693], [-0.101, 1.724, 2.770], [-0.882, 3.029, 2.460], [-2.200, 3.083, 2.121], [-2.637, 4.389, 1.771], [-1.637, 5.311, 1.858], [-0.175, 4.583, 2.359], [-0.820, 1.070, 3.978], [-1.359, -0.173, 3.955], [-2.038, -0.525, 5.160], [-2.011, 0.473, 6.082], [-1.159, 1.837, 5.489], [1.357, 2.052, 3.151], [2.421, 1.776, 2.353], [3.665, 2.206, 2.902], [3.526, 2.803, 4.116], [1.886, 2.830, 4.605], [-2.819, 2.194, 2.101], [-3.645, 4.629, 1.456], [-1.676, 6.365, 1.632], [-1.246, -0.790, 3.082], [-2.518, -1.482, 5.322], [-2.429, 0.481, 7.077], [2.291, 1.290, 1.395], [4.616, 2.068, 2.404], [4.292, 3.213, 4.757]],
  "forces_ev_per_a": [[-0.25, -1.14, -0.80], [0.04, 0.10, -0.03], [0.04, -0.14, 0.04], [-0.04, 0.03, -0.06], [0.27, -0.21, 0.21], [0.05, 0.41, 0.03], [-0.04, 0.03, -0.02], [-0.48, -0.06, 0.15], [0.05, 0.01, 0.03], [-0.02, 0.10, -0.05], [0.02, -0.09, 0.04], [-0.11, -0.01, 0.06], [0.86, 0.42, 0.07], [0.01, 0.00, -0.02], [0.00, 0.01, 0.01], [0.00, 0.00, 0.02], [0.01, 0.03, -0.01], [-0.02, 0.01, 0.01], [0.02, 0.00, 0.00], [0.00, -0.01, 0.00], [0.00, -0.01, -0.01], [0.00, 0.03, -0.02], [0.01, -0.02, -0.01], [0.00, -0.02, -0.02], [0.00, 0.03, 0.08], [0.02, -0.06, -0.14], [-0.03, 0.03, -0.05], [-0.01, 0.03, 0.03], [-0.12, 0.28, -0.08], [0.05, -0.19, 0.07], [0.23, -0.16, 0.01], [-0.43, -0.13, 0.09], [0.00, 0.29, 0.15], [0.08, -0.19, -0.07], [0.05, 0.03, 0.06], [0.07, 0.01, 0.04], [-0.15, 0.03, -0.01], [0.00, -0.05, -0.09], [0.14, -0.05, 0.13], [-0.20, 0.20, 0.15], [0.56, 0.42, 0.00], [-0.04, -0.01, 0.03], [0.00, 0.00, 0.00], [0.00, 0.01, 0.00], [0.01, 0.01, 0.00], [0.01, 0.00, 0.00], [-0.01, 0.00, -0.01], [0.08, -0.11, -0.18], [0.00, 0.01, 0.00], [0.03, 0.05, 0.02], [0.02, -0.01, 0.01], [0.00, -0.01, 0.00], [-0.01, -0.02, 0.01], [0.02, 0.02, 0.00], [-0.11, -0.12, -0.11], [-0.01, 0.02, 0.03], [0.02, 0.06, 0.35], [0.16, -0.02, -0.02], [0.18, -0.12, -0.55], [-0.41, 0.56, 0.26], [-0.06, -0.12, 0.14], [0.07, 0.17, 0.07], [0.29, -0.44, -0.21], [-0.18, 0.41, -0.20], [0.04, -0.01, 0.01], [-0.50, 0.15, 0.48], [0.00, 0.00, -0.04], [-0.01, -0.01, -0.01], [-0.01, -0.03, 0.05], [0.01, 0.05, -0.04], [0.22, -0.35, 0.06], [-0.04, 0.05, -0.11], [-0.08, -0.24, 0.04], [-0.36, 0.02, 0.26], [-0.09, 0.25, -0.13], [0.07, -0.07, 0.08], [-0.09, 0.02, -0.01], [0.01, -0.02, 0.04], [-0.06, -0.07, 0.01], [0.15, 0.04, -0.02], [-0.03, 0.06, -0.05], [-0.03, -0.16, 0.12], [0.04, -0.02, -0.09], [0.03, -0.05, 0.00], [-0.01, 0.16, -0.05], [0.02, 0.04, 0.10], [0.14, 0.01, -0.08], [-0.06, -0.02, -0.06], [0.03, -0.04, -0.05], [-0.10, 0.02, 0.02], [0.00, 0.04, 0.02], [0.02, -0.01, 0.00], [-0.01, -0.01, -0.01], [-0.01, -0.15, -0.16], [0.00, 0.02, 0.00], [-0.01, -0.01, -0.01], [-0.01, 0.04, -0.01], [-0.01, 0.01, 0.01], [0.01, -0.01, -0.01]],
  "lowdin_charge": [0.67, -0.08, -0.09, -0.02, -0.22, 0.12, -0.11, -0.24, -0.08, -0.12, -0.10, -0.10, -0.14, 0.09, 0.09, 0.09, 0.10, 0.09, 0.08, 0.09, 0.09, -0.07, -0.29, -0.06, -0.06, -0.25, -0.03, -0.03, 0.58, -0.32, -0.32, -0.12, -0.24, -0.03, -0.10, -0.08, -0.17, -0.03, -0.05, -0.14, 0.07, -0.15, 0.07, 0.07, 0.07, 0.10, 0.11, 0.09, 0.11, 0.10, 0.09, 0.09, 0.10, 0.10, 0.09, -0.06, -0.58, -0.07, 0.48, -0.16, -0.13, -0.25, 0.37, -0.13, -0.30, -0.32, 0.08, 0.08, 0.06, 0.08, 0.02, 0.07, 0.04, -0.22, -0.61, -0.45, -0.15, -0.20, -0.44, 1.03, -0.44, -0.10, -0.19, -0.45, 0.98, -0.46, -0.11, -0.18, -0.45, 0.96, 0.12, 0.09, 0.05, 0.09, 0.09, 0.04, 0.09, 0.09, 0.05]
}